ORCA calculation (ωB97M-V/def2-TZVPD) on a cluster of 6 separate species, C31H41N6O2P in total at a distorted geometry.

Properties
* SMILES: CCCNPOC[C@H](C)O.c1ccncc1.c1ccncc1.c1ccncc1.c1ccncc1.c1ccncc1
* calculated total energy: -55135.0057 eV
* Kohn-Sham gap: 0.3378 Ha

```
! RIJCOSX wB97M-V def2-TZVPD def2/J DEFGRID3
* xyz 0 1
C -2.20404 0.35310 -2.96234
C -1.61988 1.40781 -3.89549
C -0.92678 2.54880 -3.19343
N 0.43222 2.15626 -2.74173
P 0.99099 3.14336 -1.44660
O 1.33924 1.98929 -0.30729
C 2.70932 1.90146 0.05534
C 2.89070 0.86898 1.16067
C 2.89220 -0.55684 0.57345
O 1.81282 1.04244 2.06313
H -2.59790 0.76981 -2.03970
H -3.03393 -0.13280 -3.46760
H -1.49642 -0.43136 -2.71904
H -2.43371 1.81530 -4.49079
H -0.93953 0.92506 -4.58869
H -1.49939 2.95614 -2.36828
H -0.82217 3.35586 -3.92158
H 1.07487 2.25420 -3.51992
H 2.29643 3.46924 -1.92312
H 3.07420 2.86541 0.42202
H 3.32488 1.62512 -0.80030
H 3.83370 1.02937 1.68301
H 3.44209 -1.22690 1.22074
H 3.32258 -0.49717 -0.41655
H 1.85622 -0.87704 0.50760
H 1.61569 0.17960 2.46164
C -0.51414 4.52819 3.44122
C 0.32964 3.45623 3.20646
C 0.81407 2.75202 4.30091
N 0.51480 3.04893 5.56735
C -0.29955 4.08918 5.76882
C -0.83635 4.85552 4.74987
H -0.91466 5.10233 2.61533
H 0.60690 3.16936 2.20245
H 1.47420 1.90928 4.16245
H -0.52412 4.31014 6.80737
H -1.49075 5.68663 4.97545
C 4.01320 -1.82613 6.44396
C 3.89032 -2.70129 5.37715
C 3.77490 -2.17118 4.10221
N 3.77418 -0.86463 3.84181
C 3.89145 -0.03778 4.88002
C 4.01426 -0.46417 6.19274
H 4.10493 -2.19989 7.45556
H 3.88256 -3.77177 5.52854
H 3.67736 -2.82134 3.23875
H 3.88209 1.02007 4.63884
H 4.10551 0.25412 6.99531
C -3.58752 0.98267 8.26644
C -2.43181 1.51216 7.71737
C -2.30402 1.53244 6.33599
N -3.23547 1.06433 5.50365
C -4.33918 0.55740 6.04926
C -4.56560 0.49397 7.41555
H -3.72446 0.95022 9.34007
H -1.64127 1.90302 8.34392
H -1.41971 1.94290 5.86947
H -5.07777 0.18330 5.34806
H -5.48383 0.07210 7.80098
C 1.12636 -2.02879 -8.44414
C 1.16913 -0.64705 -8.34338
C 0.80690 -0.06495 -7.13912
N 0.41710 -0.75704 -6.07004
C 0.38174 -2.08293 -6.18644
C 0.72481 -2.76596 -7.34250
H 1.40079 -2.52280 -9.36759
H 1.47516 -0.03288 -9.17928
H 0.82656 1.01335 -7.01706
H 0.05817 -2.62168 -5.30287
H 0.67269 -3.84494 -7.37294
C -4.14717 -4.89138 -6.02833
C -3.61581 -5.00101 -7.30270
C -2.24297 -5.13787 -7.43329
N -1.40111 -5.16825 -6.40219
C -1.92936 -5.06072 -5.18443
C -3.28721 -4.92218 -4.94327
H -5.21422 -4.78287 -5.88317
H -4.25036 -4.98006 -8.17784
H -1.78607 -5.22715 -8.41324
H -1.22099 -5.08612 -4.36326
H -3.65872 -4.83952 -3.93138
*
```

These are the Mulliken partial charges, in e, on atoms 1 to 5: number 1, C, carries -1.276; number 2, C, carries 0.163; number 3, C, carries -0.847; number 4, N, carries -0.167; number 5, P, carries -0.268